The following is a quantum chemistry calculation of a cluster of 12 separate species, C48H84N12 in total in a non-equilibrium geometry, from the Open Molecules 2025 dataset.

Last column: Mulliken charge in e.
Element x y z (Å)
1 C -1.54 -8.95 10.70  -1.2259
2 C -0.70 -7.68 10.52  0.2472
3 C -0.98 -6.43 11.41  -0.3022
4 C -2.02 -5.59 10.85  0.2606
5 N -2.87 -4.91 10.45  -0.5061
6 H -1.45 -9.38 11.70  0.4082
7 H -1.25 -9.71 9.97  0.3503
8 H -2.55 -8.73 10.36  0.1825
9 H -1.01 -7.36 9.53  -0.0763
10 H 0.36 -7.96 10.57  -0.0258
11 H -0.13 -5.75 11.37  0.3227
12 H -1.27 -6.74 12.42  0.3806
13 C 5.45 -2.74 2.04  -1.3020
14 C 5.07 -2.05 3.39  -0.5729
15 C 3.73 -1.33 3.27  0.9243
16 C 3.59 -0.40 2.14  0.0668
17 N 3.55 0.33 1.22  -0.5957
18 H 5.91 -1.97 1.41  0.3816
19 H 4.53 -3.05 1.55  0.2663
20 H 6.16 -3.55 2.20  0.3858
21 H 5.91 -1.44 3.74  0.4522
22 H 4.93 -2.81 4.16  0.3712
23 H 3.49 -0.72 4.14  0.0477
24 H 3.00 -2.09 3.00  -0.4273
25 C -6.12 -7.86 12.23  -0.9204
26 C -6.79 -6.88 11.32  -0.7651
27 C -5.81 -6.24 10.21  0.5777
28 C -5.07 -7.17 9.41  0.1901
29 N -4.39 -7.83 8.75  -0.5089
30 H -5.56 -8.53 11.58  0.2645
31 H -6.78 -8.40 12.91  0.3800
32 H -5.41 -7.24 12.78  0.1103
33 H -7.29 -6.11 11.90  0.3888
34 H -7.68 -7.33 10.87  0.3821
35 H -5.01 -5.64 10.64  -0.3110
36 H -6.49 -5.65 9.60  0.2332
37 C 3.82 -8.92 7.99  -1.2963
38 C 3.92 -7.39 8.05  0.0817
39 C 4.41 -6.79 9.42  -0.3656
40 C 3.58 -7.33 10.50  0.2585
41 N 2.99 -7.80 11.35  -0.4866
42 H 3.27 -9.50 8.74  0.3420
43 H 4.79 -9.41 7.90  0.3413
44 H 3.33 -9.17 7.05  0.3520
45 H 2.96 -6.94 7.81  -0.1665
46 H 4.52 -6.97 7.24  0.3815
47 H 4.17 -5.73 9.39  0.1999
48 H 5.49 -6.89 9.50  0.3787
49 C -0.68 1.38 1.92  -1.5230
50 C 0.11 0.03 2.24  -0.2786
51 C -0.85 -1.14 2.57  0.7468
52 C -1.26 -1.04 3.97  0.2610
53 N -1.63 -0.87 5.13  -0.6424
54 H -1.43 1.22 1.15  0.3718
55 H -0.05 2.24 1.70  0.4078
56 H -1.32 1.77 2.72  0.3340
57 H 0.79 0.26 3.05  0.1274
58 H 0.72 -0.15 1.36  0.3439
59 H -0.42 -2.13 2.51  -0.5907
60 H -1.77 -1.04 1.99  0.3876
61 C -6.75 -5.77 2.46  -1.2918
62 C -6.24 -4.56 3.35  -0.1648
63 C -5.58 -3.33 2.82  -0.5062
64 C -4.22 -3.44 2.30  0.2544
65 N -3.13 -3.43 1.90  -0.4233
66 H -7.42 -5.31 1.73  0.3356
67 H -7.47 -6.36 3.04  0.3790
68 H -6.02 -6.43 2.01  0.3338
69 H -5.50 -5.00 4.02  0.0742
70 H -7.10 -4.20 3.91  0.3213
71 H -5.80 -2.46 3.43  0.3224
72 H -6.25 -3.07 2.00  0.3443
73 C -5.47 -1.86 9.46  -0.7789
74 C -4.96 -1.27 8.10  -0.7490
75 C -4.91 -2.24 6.97  0.8616
76 C -6.16 -2.82 6.66  0.1271
77 N -7.21 -3.29 6.46  -0.6038
78 H -4.89 -2.76 9.65  -0.0205
79 H -6.52 -2.15 9.41  0.3591
80 H -5.21 -1.19 10.28  0.3792
81 H -3.93 -0.95 8.21  0.3583
82 H -5.55 -0.43 7.74  0.3417
83 H -4.29 -3.09 7.26  -0.4488
84 H -4.41 -1.84 6.09  0.1872
85 C -2.39 -4.36 14.46  -0.8105
86 C -2.30 -3.00 13.84  -0.2555
87 C -3.54 -2.12 14.01  -0.5177
88 C -4.80 -2.68 13.59  0.3736
89 N -5.82 -3.25 13.28  -0.5309
90 H -2.40 -4.35 15.55  0.3959
91 H -1.65 -4.99 13.96  0.0823
92 H -3.33 -4.82 14.17  0.1539
93 H -2.12 -3.05 12.76  0.1167
94 H -1.47 -2.50 14.35  0.3671
95 H -3.42 -1.17 13.49  0.3154
96 H -3.54 -1.85 15.07  0.3022
97 C -0.73 -9.77 6.62  -0.9381
98 C -1.95 -9.97 5.68  -0.3698
99 C -1.67 -10.52 4.25  -0.4239
100 C -0.45 -9.94 3.66  0.2756
101 N 0.54 -9.56 3.12  -0.5340
102 H -1.18 -9.60 7.60  0.0218
103 H -0.02 -9.05 6.22  0.3261
104 H -0.02 -10.58 6.72  0.4971
105 H -2.50 -9.03 5.71  0.1658
106 H -2.68 -10.66 6.09  0.4051
107 H -2.53 -10.39 3.60  0.3291
108 H -1.40 -11.57 4.31  0.2606
109 C 4.54 -0.42 7.08  -0.8167
110 C 3.13 -0.03 7.72  -0.6660
111 C 2.16 -1.20 7.83  -0.5075
112 C 2.17 -2.11 6.67  0.4074
113 N 2.23 -2.82 5.72  -0.4652
114 H 4.99 -1.20 7.69  0.3393
115 H 5.20 0.45 7.04  0.3949
116 H 4.38 -0.79 6.07  -0.0522
117 H 2.76 0.76 7.07  0.3194
118 H 3.35 0.33 8.73  0.3482
119 H 1.14 -0.82 7.87  0.3260
120 H 2.22 -1.83 8.72  0.3952
121 C -1.97 -5.76 5.81  -1.8053
122 C -1.38 -4.34 5.84  0.7825
123 C -0.86 -3.84 7.20  0.6061
124 C 0.09 -4.77 7.77  -0.0972
125 N 0.88 -5.45 8.25  -0.4414
126 H -1.18 -6.50 5.96  0.3904
127 H -2.52 -5.91 4.88  0.4924
128 H -2.57 -5.82 6.72  0.5618
129 H -2.19 -3.67 5.57  0.0000
130 H -0.63 -4.28 5.05  -0.5405
131 H -1.61 -3.62 7.95  0.2466
132 H -0.31 -2.91 7.07  -0.3423
133 C 1.64 -4.63 2.76  -1.0406
134 C 0.32 -5.31 2.35  0.4091
135 C 0.29 -5.96 1.01  -0.5723
136 C -1.09 -6.04 0.44  0.1436
137 N -2.17 -6.04 0.04  -0.4530
138 H 1.57 -4.17 3.75  0.0459
139 H 1.76 -3.80 2.06  0.2442
140 H 2.53 -5.27 2.75  0.5242
141 H -0.42 -4.50 2.32  -0.3003
142 H -0.14 -5.89 3.16  0.3723
143 H 0.68 -6.98 1.00  0.3928
144 H 0.95 -5.40 0.35  0.3574

The value obtained for the electronic energy is -69014.6723 eV. As for the SMILES: CCCC#N.CCCC#N.CCCC#N.CCCC#N.CCCC#N.CCCC#N.CCCC#N.CCCC#N.CCCC#N.CCCC#N.CCCC#N.CCCC#N. The calculation puts the HOMO energy at -10.97 eV. Its LUMO energy is 0.1 eV. The HOMO-LUMO gap is 11.062 eV. As for the energy above the lowest of the compared OMol25 structures with the same formula, charge and spin: 373.0 kJ/mol.

The following is a quantum chemistry calculation of a cluster of 9 separate species, C39H74F9NO15S3 in total in a non-equilibrium geometry, from the Open Molecules 2025 dataset.

Last column: Mulliken charge in e.
Element x y z (Å)
1 N -1.91 3.14 -0.05  -0.5217
2 C -1.84 2.07 -0.43  0.5597
3 O -1.77 0.84 -0.99  -0.3712
4 C -1.90 -0.21 0.00  0.2919
5 S -0.54 -0.30 1.29  1.3864
6 O -0.79 0.53 2.46  -0.5667
7 O -0.57 -1.69 1.74  -0.5975
8 C 1.16 -0.06 0.54  0.3366
9 F 2.04 -0.63 1.43  -0.2324
10 F 1.32 -0.78 -0.62  -0.2770
11 C 1.54 1.44 0.19  0.8262
12 F 0.95 2.37 0.99  -0.2846
13 F 1.17 1.63 -1.12  -0.2967
14 C 3.11 1.73 0.24  0.1961
15 F 3.85 0.68 -0.24  -0.1996
16 F 3.32 2.76 -0.66  -0.3171
17 C 3.62 2.27 1.64  0.8449
18 F 4.97 2.06 1.74  -0.2836
19 F 3.05 1.67 2.71  -0.2277
20 F 3.42 3.62 1.67  -0.3151
21 O -1.55 -1.35 -0.81  -0.3695
22 S -2.63 -2.61 -0.79  1.1096
23 O -2.00 -3.78 -0.24  -0.4834
24 O -3.33 -2.94 -2.00  -0.5357
25 O -3.55 -2.00 0.44  -0.4764
26 C -3.40 -0.56 0.45  0.5069
27 S -4.42 -0.08 -1.02  0.0214
28 C -3.90 -0.19 1.89  -1.1769
29 C -3.91 1.34 2.24  -0.5434
30 C -5.03 2.17 1.55  0.3547
31 C -4.78 3.62 1.40  -0.2852
32 C -5.73 4.51 0.77  -0.8352
33 C -6.97 3.93 0.26  -0.3545
34 C -7.29 2.52 0.41  -0.9177
35 C -6.30 1.66 1.06  0.1044
36 H -4.56 1.28 -1.05  0.2230
37 H -4.91 -0.64 2.09  0.5044
38 H -3.20 -0.69 2.61  0.4279
39 H -2.94 1.87 2.06  0.1899
40 H -4.10 1.41 3.35  0.4832
41 H -3.82 4.03 1.81  0.3172
42 H -5.47 5.58 0.67  0.3758
43 H -7.70 4.58 -0.26  0.3627
44 H -8.22 2.05 0.03  0.7084
45 H -6.51 0.58 1.18  0.1599
46 C 5.43 -2.94 2.33  -0.6452
47 C 6.03 -3.11 0.95  0.2616
48 C 6.70 -1.83 0.47  -0.8803
49 O 5.00 -3.48 0.03  -0.5504
50 H 4.67 -2.16 2.33  0.0263
51 H 4.95 -3.86 2.66  0.3075
52 H 6.20 -2.67 3.06  0.1870
53 H 6.76 -3.92 0.96  0.3172
54 H 5.97 -1.01 0.41  -0.0322
55 H 7.11 -1.96 -0.53  0.3230
56 H 7.50 -1.53 1.15  0.3697
57 H 4.35 -2.77 0.01  0.3203
58 C 0.58 -7.57 0.41  -1.1927
59 C -0.81 -7.95 0.89  0.4079
60 C -1.58 -8.70 -0.19  -1.2165
61 O -1.52 -6.78 1.27  -0.4818
62 H 0.53 -6.91 -0.46  0.2833
63 H 1.12 -7.03 1.19  0.3041
64 H 1.16 -8.46 0.13  0.3718
65 H -0.73 -8.58 1.78  0.2889
66 H -1.71 -8.07 -1.07  0.2959
67 H -2.58 -8.95 0.17  0.3127
68 H -1.07 -9.61 -0.48  0.3682
69 H -1.60 -6.21 0.48  0.3063
70 C -10.15 2.05 -3.95  -1.2784
71 C -9.35 3.20 -3.34  0.2829
72 C -8.16 3.57 -4.21  -0.9875
73 O -8.90 2.82 -2.04  -0.4567
74 H -9.53 1.15 -4.04  0.3041
75 H -10.99 1.79 -3.31  0.3238
76 H -10.52 2.32 -4.94  0.4021
77 H -10.00 4.07 -3.21  0.2545
78 H -7.47 2.72 -4.31  0.0857
79 H -7.59 4.38 -3.75  0.3020
80 H -8.48 3.88 -5.20  0.4207
81 H -8.32 2.05 -2.14  0.3359
82 C 5.74 4.92 4.95  -0.7910
83 C 6.01 3.64 5.72  0.2087
84 C 6.69 2.60 4.83  -0.5614
85 O 4.78 3.10 6.21  -0.5653
86 H 5.07 4.73 4.10  0.0204
87 H 5.24 5.65 5.59  0.3069
88 H 6.66 5.36 4.57  0.3207
89 H 6.64 3.85 6.58  0.3325
90 H 6.06 2.34 3.98  -0.1457
91 H 6.88 1.68 5.39  0.1952
92 H 7.65 2.98 4.45  0.3815
93 H 4.22 2.91 5.46  0.3245
94 C -3.76 -0.72 -5.01  -0.6565
95 C -4.69 0.43 -5.37  0.3785
96 C -4.29 1.07 -6.68  -1.3708
97 O -4.66 1.41 -4.33  -0.4334
98 H -2.73 -0.36 -4.89  0.3277
99 H -4.04 -1.17 -4.05  0.1235
100 H -3.77 -1.50 -5.78  -0.0111
101 H -5.72 0.06 -5.43  0.2866
102 H -3.28 1.49 -6.63  0.3395
103 H -4.97 1.90 -6.92  0.3441
104 H -4.33 0.35 -7.50  0.3872
105 H -3.76 1.74 -4.26  0.3048
106 C -1.93 -3.88 -7.57  -1.2265
107 C -3.41 -4.23 -7.57  0.5822
108 C -3.62 -5.74 -7.54  -1.4029
109 O -4.03 -3.69 -8.73  -0.5624
110 H -1.43 -4.30 -8.46  0.3910
111 H -1.79 -2.80 -7.61  0.3139
112 H -1.43 -4.27 -6.68  0.3420
113 H -3.89 -3.77 -6.70  0.1725
114 H -3.19 -6.21 -8.42  0.3536
115 H -4.69 -5.97 -7.55  0.3419
116 H -3.18 -6.18 -6.65  0.3497
117 H -3.61 -4.08 -9.51  0.3558
118 C 7.11 -2.12 7.56  -1.4695
119 C 6.39 -2.22 6.22  0.6990
120 C 4.92 -2.54 6.40  -1.1521
121 O 7.01 -3.23 5.42  -0.5179
122 H 7.06 -3.07 8.10  0.3846
123 H 8.17 -1.90 7.41  0.3341
124 H 6.68 -1.34 8.18  0.3771
125 H 6.50 -1.27 5.68  0.1049
126 H 4.79 -3.50 6.90  0.3303
127 H 4.42 -2.61 5.43  0.2298
128 H 4.42 -1.77 7.00  0.3780
129 H 6.92 -4.07 5.89  0.3332
130 C 5.79 6.99 2.09  -0.7182
131 C 7.09 6.75 1.34  0.3251
132 C 6.86 6.56 -0.15  -1.0945
133 O 7.73 5.59 1.87  -0.5355
134 H 5.11 6.14 1.97  -0.0919
135 H 5.97 7.11 3.16  0.2229
136 H 5.28 7.89 1.72  0.4453
137 H 7.77 7.59 1.51  0.3055
138 H 6.22 5.70 -0.33  0.1675
139 H 7.80 6.38 -0.66  0.3195
140 H 6.38 7.45 -0.58  0.3701
141 H 7.14 4.83 1.73  0.3302

The value obtained for the electronic energy is -130801.9772 eV. As for the SMILES: N#CO[C@]1(S(=O)(=O)C(F)(F)C(F)(F)C(F)(F)C(F)(F)F)OS(=O)(=O)O[C@@]1(S)CCc1ccccc1.CC(C)O.CC(C)O.CC(C)O.CC(C)O.CC(C)O.CC(C)O.CC(C)O.CC(C)O. The calculation puts the HOMO energy at -9.02 eV. Its LUMO energy is -1.0 eV. The HOMO-LUMO gap is 8.031 eV.

The following is a quantum chemistry calculation of a structure of composition C9H6N2O5Sr in a non-equilibrium geometry, from the Open Molecules 2025 dataset.

Last column: Mulliken charge in e.
Element x y z (Å)
1 O -1.31 -3.58 -3.35  -0.1482
2 C -1.35 -2.64 -2.69  0.1484
3 Sr 0.70 0.35 0.66  2.3135
4 O -2.97 1.22 -0.84  -0.0162
5 C -1.94 0.86 -0.50  0.0733
6 C 0.22 2.46 1.90  -0.2765
7 O 0.19 3.40 2.57  0.1212
8 C 0.95 1.53 -1.97  -0.0356
9 O 1.30 2.10 -2.91  0.0302
10 C -1.32 -1.30 1.94  -0.0342
11 O -1.94 -1.93 2.67  0.0289
12 C 3.04 -3.04 -0.41  -0.8864
13 C 3.49 -2.04 0.56  0.1743
14 N 2.78 -0.98 0.90  -0.5192
15 C 3.51 -0.27 1.83  -0.0295
16 C 4.68 -0.90 2.05  -0.7080
17 N 4.66 -2.03 1.24  0.0457
18 H 3.65 -3.09 -1.33  0.3147
19 H 2.87 -4.04 0.01  0.3148
20 H 2.04 -2.72 -0.76  0.1530
21 H 3.14 0.65 2.26  0.3683
22 H 5.48 -0.63 2.71  0.3740
23 H 5.39 -2.70 1.18  0.1936

As for the net charge: +2. The value obtained for the electronic energy is -23468.3585 eV. The calculation puts the HOMO energy at -15.84 eV. Its LUMO energy is -8.1 eV. The HOMO-LUMO gap is 7.720 eV. As for the energy above the lowest of the compared OMol25 structures with the same formula, charge and spin: 0.0 kJ/mol.

The following is a quantum chemistry calculation of a structure of composition C5H7NO, from the Open Molecules 2025 dataset.

Last column: Mulliken charge in e.
Element x y z (Å)
1 C 2.48 0.00 0.53  -0.7516
2 N 1.32 0.87 0.42  -0.5558
3 C 0.23 0.31 0.17  0.7285
4 O -0.02 -1.02 -0.17  -0.4181
5 C -1.19 -0.57 -0.87  -0.0950
6 C -2.20 -0.19 0.14  -0.5437
7 C -1.11 0.80 -0.23  -0.4045
8 H 3.29 0.42 -0.08  0.2704
9 H 2.79 0.03 1.58  0.2719
10 H 2.32 -1.04 0.24  0.2933
11 H -1.21 -0.77 -1.93  0.3866
12 H -2.18 -0.69 1.11  0.2122
13 H -3.19 0.09 -0.23  0.2600
14 H -1.32 1.77 -0.67  0.3457

The value obtained for the electronic energy is -8833.5065 eV. The calculation puts the HOMO energy at -9.58 eV. Its LUMO energy is 1.0 eV. The HOMO-LUMO gap is 10.617 eV. As for the energy above the lowest of the compared OMol25 structures with the same formula, charge and spin: 260.2 kJ/mol.